A:
Formula: C3H8N2O
Source: OMol25
Level of theory: ωB97M-V/def2-TZVPD

The LUMO energy is 0.8403 eV. Its SMILES is [H]/N=C\N.C=CO. As for the spin multiplicity: 1. Its highest occupied orbital energy is -9.21 eV.

Each line ends with the Mulliken charge.
Geometry (Å):
H1 1.581 0.171 2.417  0.21
N1 1.212 -0.248 1.567  -0.61
C1 -0.059 -0.389 1.599  0.08
N2 -0.936 0.414 2.302  -0.43
H2 -0.540 -1.201 1.042  0.36
H3 -1.809 0.780 1.979  0.19
H4 -0.719 0.565 3.273  0.20
C2 -0.641 0.235 -2.523  -0.58
C3 0.613 -0.096 -2.198  -0.08
O1 0.944 -0.908 -1.143  -0.49
H5 -1.440 -0.022 -1.842  0.23
H6 -0.757 0.709 -3.492  0.24
H7 1.492 0.348 -2.654  0.36
H8 1.058 -0.357 -0.327  0.31

---

B:
Formula: C3H8N2O
Source: OMol25
Level of theory: ωB97M-V/def2-TZVPD

The LUMO energy is 0.9067 eV. As for the spin multiplicity: 1. Its highest occupied orbital energy is -7.72 eV.

Each line ends with the Mulliken charge.
Geometry (Å):
C1 -1.441 -0.183 -1.037  -1.03
N1 -0.031 -0.187 -0.647  -0.49
C2 0.253 0.245 0.689  0.65
N2 2.193 -0.791 -0.088  -0.54
C3 -0.479 1.094 1.413  -1.00
O1 1.541 -0.027 1.002  -0.32
H1 1.558 -0.166 -1.045  0.49
H2 3.069 -1.055 0.359  0.21
H3 0.317 -1.152 -0.728  0.47
H4 -2.045 -0.745 -0.319  0.38
H5 -1.833 0.831 -1.081  0.30
H6 -1.557 -0.727 -1.972  0.34
H7 -1.513 1.278 1.195  0.26
H8 -0.032 1.586 2.257  0.28

---

C:
Formula: C3H8N2O
Source: OMol25
Level of theory: ωB97M-V/def2-TZVPD

The LUMO energy is 0.9907 eV. Its SMILES is CNC(=O)CN. As for the spin multiplicity: 1. Its highest occupied orbital energy is -9.64 eV.

Each line ends with the Mulliken charge.
Geometry (Å):
C1 1.077 1.101 -1.487  -0.88
N1 -0.151 0.837 -0.730  -0.28
C2 -0.075 0.544 0.596  0.57
O1 0.866 0.801 1.322  -0.59
C3 -1.069 -0.521 1.069  -0.59
N2 -0.486 -1.844 0.638  -0.60
H1 1.391 0.229 -2.053  0.29
H2 0.841 1.968 -2.108  0.27
H3 1.891 1.433 -0.848  0.36
H4 -0.855 0.335 -1.244  0.26
H5 -2.034 -0.391 0.571  0.31
H6 -1.136 -0.394 2.148  0.33
H7 0.494 -1.595 0.765  0.28
H8 -0.755 -2.501 1.361  0.26

---

The most stable arrangement is C, and the next structure is 184.1 kJ/mol less stable.

---

A:
Formula: C3H8N2O
Source: OMol25
Level of theory: ωB97M-V/def2-TZVPD

The LUMO energy is 0.8965 eV. Its SMILES is CN(C)C(N)=O. As for the spin multiplicity: 1. Its highest occupied orbital energy is -9.28 eV.

Each line ends with the Mulliken charge.
Geometry (Å):
C1 -1.319 -1.047 0.205  -0.91
N1 -0.242 -0.078 0.205  0.00
C2 -0.629 1.253 -0.220  -0.88
C3 1.014 -0.584 -0.060  0.56
N2 2.043 0.353 -0.074  -0.51
O1 1.223 -1.768 -0.267  -0.61
H1 -0.977 -1.964 0.682  0.31
H2 -2.164 -0.636 0.766  0.30
H3 -1.657 -1.294 -0.812  0.32
H4 -0.984 1.257 -1.261  0.30
H5 -1.442 1.612 0.418  0.32
H6 0.199 1.958 -0.149  0.32
H7 2.936 -0.119 -0.087  0.27
H8 1.999 1.057 0.653  0.22

---

B:
Formula: C3H8N2O
Source: OMol25
Level of theory: ωB97M-V/def2-TZVPD

The LUMO energy is 0.6996 eV. Its SMILES is CCNC(N)=O. As for the spin multiplicity: 1. Its highest occupied orbital energy is -9.75 eV.

Each line ends with the Mulliken charge.
Geometry (Å):
C1 1.215 -1.122 -1.194  -1.36
C2 0.533 0.022 -0.477  -0.14
N1 -0.447 -0.473 0.466  -0.14
C3 -1.321 0.304 1.200  0.39
N2 -1.054 1.722 1.207  -0.57
O1 -2.173 -0.195 1.891  -0.53
H1 0.545 -1.567 -1.937  0.34
H2 2.072 -0.779 -1.768  0.38
H3 1.520 -1.919 -0.521  0.36
H4 0.124 0.743 -1.177  0.24
H5 1.290 0.575 0.080  0.22
H6 -0.868 -1.380 0.312  0.24
H7 -1.275 2.113 0.304  0.28
H8 -0.161 1.954 1.612  0.28

---

C:
Formula: C3H8N2O
Source: OMol25
Level of theory: ωB97M-V/def2-TZVPD

The LUMO energy is 0.7522 eV. Its SMILES is CN(C)C(N)=O. As for the spin multiplicity: 1. Its highest occupied orbital energy is -9.06 eV.

Each line ends with the Mulliken charge.
Geometry (Å):
C1 0.921 -0.903 0.570  -1.15
N1 0.214 0.051 -0.347  0.09
C2 0.869 1.067 -1.085  -0.93
C3 -1.101 0.111 -0.233  0.53
N2 -1.742 -0.628 0.778  -0.52
O1 -1.662 0.730 -1.051  -0.62
H1 0.977 -0.361 1.550  0.42
H2 0.456 -1.979 0.572  0.33
H3 1.925 -1.077 0.388  0.37
H4 0.268 1.964 -0.928  0.32
H5 0.870 0.812 -2.158  0.22
H6 1.830 1.179 -0.634  0.41
H7 -1.198 -0.760 1.651  0.25
H8 -2.627 -0.206 0.927  0.27

---

D:
Formula: C3H8N2O
Source: OMol25
Level of theory: ωB97M-V/def2-TZVPD

The LUMO energy is 0.7277 eV. As for the spin multiplicity: 1. Its highest occupied orbital energy is -7.37 eV.

Each line ends with the Mulliken charge.
Geometry (Å):
C1 1.619 1.228 -0.165  -0.36
C2 -1.654 -1.604 -0.806  -0.92
C3 -0.264 -0.294 -0.063  0.29
N1 -0.272 -0.442 1.259  -0.36
O1 1.278 2.448 0.410  -0.49
N2 0.194 0.111 -1.100  -0.40
H1 0.564 2.838 -0.113  0.36
H2 0.057 -1.240 1.786  0.20
H3 -0.353 0.266 1.979  0.24
H4 2.156 1.342 -1.104  0.28
H5 2.219 0.683 0.557  0.30
H6 -1.300 -2.569 -0.454  0.29
H7 -2.559 -1.276 -0.302  0.28
H8 -1.684 -1.492 -1.884  0.29

---

The most stable arrangement is A, and the next structure is 40.5 kJ/mol less stable.

---

A:
Formula: C3H8N2O
Source: OMol25
Level of theory: ωB97M-V/def2-TZVPD

The LUMO energy is 0.7425 eV. Its SMILES is CN(C)C(N)=O. As for the spin multiplicity: 1. Its highest occupied orbital energy is -9.06 eV.

Each line ends with the Mulliken charge.
Geometry (Å):
C1 -0.684 1.251 0.019  -0.93
N1 -0.306 -0.208 -0.136  0.08
C2 -1.203 -1.368 0.024  -0.82
C3 1.085 -0.536 -0.020  0.46
N2 1.831 0.596 0.044  -0.33
O1 1.562 -1.694 0.009  -0.66
H1 -0.085 1.548 1.004  0.34
H2 -1.713 1.427 0.076  0.33
H3 -0.161 1.769 -0.866  0.26
H4 -1.215 -1.988 -0.877  0.27
H5 -1.016 -1.948 0.921  0.29
H6 -2.262 -0.974 0.052  0.30
H7 2.828 0.653 -0.211  0.24
H8 1.337 1.474 -0.039  0.17

---

B:
Formula: C3H8N2O
Source: OMol25
Level of theory: ωB97M-V/def2-TZVPD

The LUMO energy (alpha / beta) is 0.3845 / -0.6919 eV. As for the spin multiplicity: 1. Its highest occupied orbital energy (alpha / beta) is -7.94 / -6.83 eV.

Each line ends with the Mulliken charge.
Geometry (Å):
C1 -1.546 0.535 0.332  -1.13
C2 0.831 1.405 -0.257  -0.86
N1 0.548 -0.546 0.536  -0.14
C3 -0.870 -0.651 0.029  0.72
O1 1.462 -1.476 0.001  -0.44
N2 -1.248 -1.671 -0.647  -0.73
H1 1.744 -1.083 -0.838  0.34
H2 0.610 -0.680 1.543  0.25
H3 -0.479 -2.324 -0.793  0.28
H4 -2.540 0.668 -0.072  0.32
H5 -1.320 1.062 1.250  0.33
H6 0.387 2.265 0.217  0.42
H7 1.871 1.233 -0.011  0.30
H8 0.550 1.264 -1.290  0.33

---

The most stable arrangement is A, and the next structure is 587.4 kJ/mol less stable.

---

A:
Formula: C3H8N2O
Source: OMol25
Level of theory: ωB97M-V/def2-TZVPD

The LUMO energy (alpha / beta) is 0.7962 / 0.7014 eV. As for the spin multiplicity: 1. Its highest occupied orbital energy (alpha / beta) is -6.63 / -6.41 eV.

Each line ends with the Mulliken charge.
Geometry (Å):
C1 -0.964 -1.002 0.725  -0.30
C2 -0.324 0.298 -1.434  -0.93
N1 0.594 1.048 -0.728  -0.04
C3 1.365 0.476 0.221  0.01
O1 -1.334 0.133 1.374  -0.47
N2 1.258 -0.821 0.344  -0.64
H1 -1.693 0.739 0.713  0.39
H2 0.546 2.054 -0.757  0.24
H3 1.758 -1.150 1.167  0.22
H4 -1.615 -1.398 -0.038  0.26
H5 -0.576 -1.732 1.417  0.29
H6 0.019 -0.668 -1.768  0.33
H7 -0.959 0.872 -2.097  0.31
H8 1.925 1.150 0.862  0.33

---

B:
Formula: C3H8N2O
Source: OMol25
Level of theory: ωB97M-V/def2-TZVPD

The LUMO energy is 0.8295 eV. Its SMILES is CNC(=O)CN. As for the spin multiplicity: 1. Its highest occupied orbital energy is -8.86 eV.

Each line ends with the Mulliken charge.
Geometry (Å):
C1 -2.162 0.394 0.007  -0.81
N1 -1.030 -0.316 0.489  -0.15
C2 0.067 -0.444 -0.231  0.53
O1 0.046 -0.484 -1.446  -0.65
C3 1.502 -0.319 0.393  -0.50
N2 2.176 0.704 -0.442  -0.60
H1 -3.109 0.127 0.655  0.31
H2 -2.650 -0.058 -0.979  0.25
H3 -2.053 1.528 -0.137  0.25
H4 -0.946 -0.767 1.455  0.30
H5 1.566 -0.101 1.501  0.29
H6 1.736 -1.362 0.233  0.25
H7 1.650 0.331 -1.256  0.30
H8 3.206 0.766 -0.243  0.22

---

C:
Formula: C3H8N2O
Source: OMol25
Level of theory: ωB97M-V/def2-TZVPD

The LUMO energy (alpha / beta) is -1.0636 / -0.2336 eV. As for the spin multiplicity: 1. Its highest occupied orbital energy (alpha / beta) is -8.53 / -8.90 eV.

Each line ends with the Mulliken charge.
Geometry (Å):
C1 0.072 1.386 -0.324  -0.55
C2 0.346 -0.870 1.161  -1.37
N1 -1.304 1.428 -0.515  -0.43
C3 0.277 -0.390 -0.271  1.12
O1 -1.288 -0.523 -0.675  -0.56
N2 1.002 -0.879 -1.236  -0.78
H1 -1.255 -0.592 -1.645  0.36
H2 -1.794 1.360 0.378  0.28
H3 1.766 -1.453 -0.885  0.24
H4 0.449 1.754 0.632  0.30
H5 0.630 1.754 -1.182  0.35
H6 -0.341 -0.319 1.806  0.33
H7 0.081 -1.927 1.210  0.33
H8 1.359 -0.732 1.546  0.39

---

D:
Formula: C3H8N2O
Source: OMol25
Level of theory: ωB97M-V/def2-TZVPD

The LUMO energy is 0.7235 eV. Its SMILES is C/N=C\N.C=O. As for the spin multiplicity: 1. Its highest occupied orbital energy is -9.86 eV.

Each line ends with the Mulliken charge.
Geometry (Å):
C1 -2.222 -0.136 -0.223  -0.63
N1 -1.220 0.964 -0.153  -0.41
C2 -0.244 0.976 -1.072  0.05
N2 -0.037 0.071 -2.192  -0.64
H1 -3.171 0.387 -0.108  0.23
H2 -2.004 -0.783 0.662  0.23
H3 -2.142 -0.688 -1.185  0.31
H4 0.462 1.830 -1.093  0.33
H5 -0.142 0.690 -3.003  0.25
H6 0.967 -0.044 -2.153  0.28
C3 2.426 -0.813 2.642  -0.03
O1 2.845 -1.854 2.176  -0.39
H7 2.013 -0.708 3.671  0.22
H8 2.469 0.109 2.032  0.20

---

The most stable arrangement is B, and the next structure is 50.0 kJ/mol less stable.

---

A:
Formula: C3H8N2O
Source: OMol25
Level of theory: ωB97M-V/def2-TZVPD

The LUMO energy is 0.2562 eV. Its SMILES is [H]/N=C/N.CC=O. As for the spin multiplicity: 1. Its highest occupied orbital energy is -8.62 eV.

Each line ends with the Mulliken charge.
Geometry (Å):
H1 0.434 4.026 0.624  0.22
N1 -0.331 3.512 0.280  -0.67
C1 0.153 2.311 0.041  0.20
N2 -0.778 1.284 0.012  -0.35
H2 1.228 1.792 0.104  0.19
H3 -0.712 0.325 0.310  0.17
H4 -1.785 1.569 0.242  0.26
C2 0.756 -2.452 0.135  -0.86
C3 -0.466 -1.850 -0.736  0.20
O1 -1.427 -1.207 -0.299  -0.53
H5 0.476 -2.619 1.136  0.32
H6 1.096 -3.426 -0.322  0.31
H7 1.554 -1.619 0.292  0.23
H8 -0.199 -1.646 -1.819  0.32

---

B:
Formula: C3H8N2O
Source: OMol25
Level of theory: ωB97M-V/def2-TZVPD

The LUMO energy is 0.7025 eV. As for the spin multiplicity: 1. Its highest occupied orbital energy is -7.27 eV.

Each line ends with the Mulliken charge.
Geometry (Å):
C1 -1.549 -0.855 0.092  -0.35
C2 0.772 -0.065 0.042  0.73
N1 1.883 0.032 -0.731  -0.53
N2 0.707 0.701 1.157  -0.35
C3 -0.189 -1.021 -0.261  -0.52
O1 -1.762 0.861 -0.389  -0.78
H1 -1.448 1.777 -0.437  0.24
H2 1.737 -0.204 -1.704  0.25
H3 1.480 1.319 1.366  0.19
H4 -0.059 0.504 1.787  0.19
H5 2.433 0.872 -0.612  0.22
H6 -2.252 -1.535 -0.383  0.28
H7 -1.786 -0.663 1.132  0.19
H8 0.033 -1.723 -1.059  0.25

---

C:
Formula: C3H8N2O
Source: OMol25
Level of theory: ωB97M-V/def2-TZVPD

The LUMO energy is -0.4898 eV. Its SMILES is [H]/N=N/[H].CC(C)=O. As for the spin multiplicity: 1. Its highest occupied orbital energy is -8.87 eV.

Each line ends with the Mulliken charge.
Geometry (Å):
H1 1.245 -0.416 1.926  0.28
N1 1.567 0.027 1.059  -0.17
N2 1.196 1.242 0.945  -0.30
H2 1.521 1.603 0.041  0.28
C1 -1.378 0.609 0.350  -1.10
C2 -0.071 -0.686 0.142  0.70
C3 0.249 -0.736 -1.323  -1.24
O1 -0.290 -1.620 0.879  -0.57
H3 -1.310 1.577 -0.145  0.38
H4 -2.141 0.037 -0.177  0.39
H5 -1.667 0.654 1.396  0.31
H6 0.127 0.208 -1.848  0.30
H7 1.305 -0.990 -1.445  0.39
H8 -0.352 -1.508 -1.800  0.35

---

The most stable arrangement is A, and the next structure is 72.7 kJ/mol less stable.